Density functional theory data (the ωB97M-V functional and the def2-TZVPD basis) for a structure of composition C28H37F12INO10P2S2.

For the total energy, the calculation gives -4870.46933 a.u. Its HOMO energy is -6.0 eV. As for the total charge: -1.

Cartesian coordinates (Å):
H (-1.7577, -3.2985, -3.3605)
H (-1.3737, -2.2476, 0.3813)
H (0.7747, -2.7536, 1.3643)
H (-0.5066, 1.8764, -0.8860)
C (-2.4329, 2.2128, -2.8741)
C (-0.5577, 2.0341, 0.2755)
C (1.4618, -1.3853, -1.5722)
H (-1.3098, 2.2332, -3.2759)
C (3.0812, -0.9785, -1.5391)
H (-0.0748, 0.8637, 2.2996)
C (5.5594, -2.2288, -1.4222)
I (0.9494, -0.9046, -3.7122)
H (-3.3506, -1.9392, 5.7715)
C (-0.6337, 4.7856, 0.0581)
F (1.4679, 7.8519, 3.0761)
H (-2.7035, 0.5489, 1.5059)
C (-1.3985, -1.0549, 0.3082)
H (-5.0335, -2.3912, 4.0253)
O (0.3604, 6.8395, -1.6165)
H (-5.1443, -3.9983, 0.1208)
H (-1.7884, 4.6275, 0.1811)
H (1.3727, 1.2083, 1.1479)
H (1.2909, 3.4247, -0.0080)
C (4.2892, -1.7427, -2.3109)
O (0.7288, -0.4212, -0.8448)
H (-0.3490, 5.6835, 0.7863)
F (-1.0347, 7.8596, 4.3290)
C (-4.3836, -1.4615, 3.7040)
C (0.9224, -1.5815, 1.5379)
O (6.1261, 1.4502, -0.4665)
C (-2.9293, 0.6253, -2.7958)
F (3.8569, -2.9548, -3.1056)
F (-0.1768, 8.4926, 2.4481)
C (-4.2995, -1.8474, -1.9900)
O (7.3737, 0.5174, -2.2998)
O (-5.0204, -1.7907, -3.1450)
H (-3.1112, 2.8694, -3.5776)
C (-4.2016, -4.3180, -0.4940)
P (1.0788, -3.2251, -1.4601)
C (2.9856, -0.3374, 2.8171)
H (-5.0742, -0.5169, 3.7801)
H (1.0280, -3.8470, -2.7885)
F (5.3178, -3.4763, -0.6114)
F (0.5507, 7.0006, 4.8383)
O (-1.4952, 5.4314, -2.5073)
C (-2.2853, -3.9116, -2.5031)
C (-2.3363, -0.5680, 1.5418)
C (-3.5935, -3.3045, -1.6772)
C (-2.2439, -6.4166, -0.9864)
C (0.2189, 0.8997, 1.1677)
F (6.6351, -2.6303, -2.4059)
H (0.3843, -1.3805, 2.5859)
C (6.5690, 0.3266, -1.0474)
H (2.7536, -4.6046, -1.3834)
H (-2.2966, -0.0889, -3.4878)
S (-3.7688, -1.7713, 1.9453)
C (0.2136, -0.6204, 0.4516)
H (-2.8899, -0.2300, 4.9996)
F (-1.0892, 6.5404, 2.6179)
H (-4.0351, -6.5069, 0.6713)
O (-1.7807, -0.7223, -1.0426)
H (7.1402, 1.4354, -2.6568)
C (2.5184, -1.3567, 1.8102)
F (5.5223, -0.9262, 0.8699)
H (-2.1905, -1.8362, 4.2857)
H (3.2614, -2.0722, 1.2090)
O (-4.2634, -0.6605, -1.1249)
H (3.1511, -0.7019, 3.9211)
F (7.5793, -1.7276, -0.0205)
H (-4.0427, 0.6387, -3.2265)
H (-0.6909, -5.8506, -2.7475)
H (-1.7765, -7.4894, -0.7516)
H (3.1359, 0.8048, 2.5912)
C (-2.9834, 0.0661, -1.2156)
O (3.3585, 0.1744, -0.8681)
F (4.7679, -0.7878, -3.3827)
H (-0.0977, -3.6071, -0.7280)
S (-0.1708, 5.3543, -1.6796)
C (-3.1442, -1.3592, 4.7757)
H (0.4287, 3.5325, 1.7152)
H (-1.6608, -0.6314, 2.5262)
O (1.0587, 4.4272, -2.4113)
P (0.0557, 7.2688, 3.3847)
H (-3.0319, 1.0757, -0.5802)
H (-1.6697, 2.2607, 0.6406)
C (-3.5608, -5.8092, -0.1637)
H (1.0074, 3.4557, -2.1716)
C (0.2614, 3.4658, 0.5546)
F (0.6164, 5.8664, 2.9992)
H (-2.4088, 2.7468, -1.8331)
N (2.3406, -3.9352, -0.6659)
C (6.2409, -1.1475, -0.4192)
C (-1.6432, -5.4208, -2.1762)

Atom charges from the Löwdin analysis, given in e for atoms 1 to 6: 0.083 0.131 0.119 0.106 -0.116 -0.172

---

Density functional theory data (the ωB97M-V functional and the def2-TZVPD basis) for a cluster of 5 separate species, C28H37F3INO18P2 in total.

For the total energy, the calculation gives -3778.06905 a.u. As for the structure (SMILES): CCP(CC)[C@]1(O)C(=O)N[C@](I)(COC(F)(F)F)[C@@]1(c1ccccc1)P(=O)(O)O.O=C1OCCO1.O=C1OCCO1.O=C1OCCO1.O=C1OCCO1. Its HOMO energy is -7.9 eV. As for the total charge: 0.

Cartesian coordinates (Å):
C (0.7315, -1.3209, -1.3428)
H (-2.5369, 2.6237, 1.8349)
C (-3.2192, 4.4045, 6.0944)
O (-1.3328, 6.1010, 0.0750)
H (-0.2250, 0.6775, 3.3992)
H (-2.5789, 5.0504, 6.6972)
H (-0.5923, -1.1937, 5.3014)
H (-2.0174, 2.1993, -2.0722)
H (-0.8819, 0.7996, -2.4121)
O (0.7757, 3.4141, -1.2222)
H (-3.5580, 0.7403, -3.0892)
H (6.1507, -6.1210, -3.2230)
C (-2.5422, 3.1233, 5.7112)
H (0.4311, -3.6531, 5.1181)
C (-3.0266, 0.2051, -2.2130)
C (-0.0363, 6.6102, 0.3413)
O (-3.1115, 2.8266, 4.4440)
H (-1.4606, 3.2397, 5.5945)
H (-1.8764, 3.6495, 0.3497)
H (5.9126, -6.3299, -1.4736)
H (-1.3026, -4.6853, -4.6775)
O (-1.0179, -7.9304, -7.3860)
H (0.6177, 6.3668, -0.5011)
O (-1.4014, 8.3069, -0.3519)
H (-4.1593, 4.2379, 6.6284)
H (5.0031, -4.1294, -1.2087)
H (-3.9294, 2.6467, -1.0653)
C (-1.7695, 1.1083, -1.7658)
H (-4.2740, 3.8387, 0.2790)
O (4.1242, -4.1894, -3.0626)
F (-0.5983, -4.1657, -0.4515)
H (0.0404, -6.7501, -3.4579)
C (1.4109, 0.3433, 0.8136)
H (0.3893, -0.9352, -2.3795)
H (2.5768, 1.2867, 3.6443)
C (-0.0441, -6.4371, -4.4994)
H (0.3770, 6.1686, 1.2497)
C (0.9213, 2.2191, -0.8569)
O (-0.3575, -1.8289, -0.5327)
F (-0.7674, -3.1224, -2.4894)
H (-2.7375, 2.3192, 6.4225)
C (0.3735, 1.5256, 0.5268)
C (-3.9056, 2.7586, 0.0838)
H (1.8666, -4.3126, 2.8974)
C (-2.0643, 7.1214, -0.4520)
O (3.7341, 2.0504, 0.5546)
C (0.5898, -2.8872, 4.2756)
C (1.0755, -0.7117, 1.9981)
H (-0.5240, 8.3737, 1.5035)
C (-2.4172, 2.6830, 0.7051)
C (5.4968, -5.8846, -2.3786)
I (3.6772, -0.8879, -1.2552)
O (0.2533, 2.6346, 1.4438)
C (-1.3528, -5.7689, -4.7924)
C (1.6412, -2.1693, 1.8837)
H (4.7798, 0.3725, 2.6037)
H (0.9954, 3.2713, 1.3429)
O (-3.9336, 4.1386, 2.7910)
O (-0.0582, -7.5641, -5.3678)
C (-3.5525, 4.0031, 3.9176)
C (1.4127, -3.2575, 2.9903)
C (1.6558, -0.1959, -0.6708)
H (0.8084, -5.8104, -4.7503)
H (6.1048, -3.8168, -2.5697)
P (3.0290, 1.1045, 1.5305)
H (1.4564, 0.9432, -2.5094)
P (-1.4454, 1.1422, 0.0999)
C (-0.2719, 8.0840, 0.4790)
C (-0.9021, -7.2687, -6.3932)
O (2.3769, -5.5045, -3.6560)
O (-3.1492, 6.9923, -0.9419)
C (3.4650, -5.3752, -3.1667)
H (-2.1688, -6.1542, -4.1731)
N (1.5685, 1.0703, -1.4964)
C (5.2549, -4.4136, -2.2348)
H (-2.6138, -0.7979, -2.6098)
O (-1.5975, -6.1237, -6.1469)
O (-3.5042, 5.0045, 4.8389)
C (0.2364, -0.3669, 3.2528)
F (-2.4062, -2.8711, -0.9050)
C (-0.9899, -2.9475, -1.1051)
H (0.5806, 8.6764, 0.1429)
H (1.4146, -2.2235, -1.5846)
O (2.7112, 2.0117, 2.9721)
H (-3.7301, 0.0377, -1.3301)
H (2.2599, -2.5281, 0.9809)
O (4.1981, -6.3960, -2.6448)
C (0.0091, -1.4568, 4.3612)
O (4.1221, -0.1304, 2.0572)
H (-4.6632, 2.0765, 0.6046)

Atom charges from the Löwdin analysis, given in e for atoms 1 to 6: -0.209 0.053 -0.134 0.046 0.105 0.136

---

Density functional theory data (the ωB97M-V functional and the def2-TZVPD basis) for a structure of composition C28H37FLaN7O3PS2.

As for the spin multiplicity: 2. For the total energy, the calculation gives -2967.65867 a.u. Its expectation value of S² is 0.766. Its HOMO energy (spin up / spin down) is -3.6 / -7.6 eV. The calculation puts the energy relative to the best compared isomer or geometry (same formula, charge and spin) at 18.76 kcal per mole. As for the total charge: 0.

Cartesian coordinates (Å):
H (-1.7531, -1.5383, 1.5167)
N (-2.3074, -0.9262, 2.1167)
C (2.8406, -1.6542, -2.3706)
H (1.0780, -5.1764, 2.7384)
C (-1.6396, 2.2506, 3.6577)
C (-0.0539, 4.0282, 2.9820)
C (1.2833, -5.0749, 1.6727)
H (-3.2936, 3.7873, 1.2870)
N (-3.0341, 2.1113, 0.1276)
H (3.6368, -1.0965, -1.8861)
C (3.7609, -1.7043, 1.4837)
C (0.0030, 1.4801, -3.5366)
P (1.1477, -2.4522, 1.6392)
La (1.1815, 0.3806, -0.3852)
S (0.4286, -2.2601, 3.4260)
C (-3.5454, 0.9546, -0.2933)
H (2.0454, -4.6076, -3.7727)
H (5.2192, -2.0098, 3.0007)
C (-0.2696, 1.9299, 1.7612)
H (-6.4749, 0.9198, 1.3966)
N (-0.8313, 0.7179, 1.5406)
N (-0.6699, 2.7066, 2.8298)
O (1.9580, -3.8231, 1.4536)
H (-0.9311, 4.0568, -3.4957)
H (2.3181, -6.0929, 0.0810)
C (2.1815, -6.1734, 1.1604)
C (-2.6869, 0.1199, -1.2189)
H (-2.6052, 0.9623, -3.2149)
C (1.6415, 4.6958, -1.3252)
H (2.1471, 5.4826, -0.7771)
C (0.7661, -2.8995, -3.6016)
C (-1.7677, 0.2706, 2.3636)
O (2.3392, -1.4045, 1.3278)
H (-0.2657, 4.3923, 3.9837)
C (0.6629, -1.5992, -3.1203)
H (1.7428, -7.1478, 1.3838)
O (0.6116, 2.3605, 1.0018)
H (0.3310, -5.0608, 1.1370)
C (-2.2130, 1.0495, 3.4825)
C (0.4513, 4.9770, -2.0913)
H (-0.7116, 1.8011, -4.3040)
H (-1.9104, 2.9103, 4.4715)
C (-4.9786, 2.4635, 1.4782)
H (3.8841, -0.9550, 3.4962)
H (-0.4470, 4.7180, 2.2373)
H (-1.4138, -1.4709, -2.7340)
H (0.8501, 0.9874, -4.0188)
H (-2.9710, 0.6853, 4.1591)
C (-4.7845, 0.4933, 0.1470)
C (-0.0769, 3.9024, -2.8418)
H (-5.5141, 3.0995, 2.1702)
N (1.5829, 2.3510, -1.9512)
H (3.6374, -2.7029, 3.4020)
C (-5.5075, 1.2565, 1.0448)
H (3.0373, 3.2097, -0.7122)
N (-0.6369, 0.4663, -2.6202)
N (1.6818, -0.9967, -2.5140)
F (3.2983, 0.6787, -0.2032)
H (-5.1674, -0.4532, -0.2152)
C (-3.7423, 2.8457, 0.9863)
H (1.0174, 3.9425, 2.8323)
H (-0.0856, -3.3636, -4.0841)
C (0.4902, 2.6612, -2.7785)
H (-3.3017, -0.6728, -1.6515)
H (3.9639, -3.4526, -2.6479)
S (-0.0835, -2.2627, 0.0530)
H (-0.9442, -0.8023, -4.2918)
H (3.1613, -6.1199, 1.6382)
C (3.0165, -2.9538, -2.7981)
H (-2.7915, -1.3789, 2.8740)
H (4.2423, -0.8496, 1.0189)
H (3.9724, -2.6034, 0.9088)
C (1.9503, -3.5861, -3.4253)
C (2.1489, 3.4415, -1.2897)
H (-1.9392, -0.3836, -0.5962)
C (-0.6564, -0.8579, -3.2302)
H (-1.8760, 1.9682, -1.9637)
H (0.0220, 5.9669, -2.1423)
C (4.1396, -1.8553, 2.9365)
C (-1.9898, 0.9401, -2.3026)

Atom charges from the Löwdin analysis, given in e for atoms 1 to 6: -0.022 0.162 -0.128 0.100 -0.046 0.015